(1)
Computed, not measured: the ion C17H32N8O4P with charge +1 in a non-equilibrium geometry, with ωB97M-V/def2-TZVPD.

The geometry in XYZ format:
```
62
Properties=species:S:1:pos:R:3:nbo_charge:R:1
C 0.96137 -4.94963 2.12825 -0.621
C 1.72744 -3.59281 1.81881 -0.459
C 1.09029 -2.44968 2.70387 -0.094
O 1.14160 -1.11474 2.12684 -0.310
N 0.63795 -1.07046 0.87591 0.082
C 1.44990 -0.86255 -0.20361 0.574
N 2.76508 -0.70972 -0.25971 -0.577
C 3.54532 -0.52993 -1.49698 -0.258
C 4.35399 0.85739 -1.44946 0.404
N 3.39257 1.86746 -0.92760 -0.871
N 4.83473 1.19132 -2.79582 -0.826
N 5.52031 0.62495 -0.56851 -0.842
N 0.64862 -0.82689 -1.35804 -0.460
C -0.61915 -1.02157 -0.85295 0.094
P -1.95238 -0.97902 -2.15017 2.156
N -2.11279 -2.41831 -2.72725 -1.283
O -1.45499 0.04119 -3.38978 -0.943
O -3.37585 -0.38475 -1.53043 -0.962
N -0.66141 -1.18174 0.51284 -0.167
C -1.87141 -1.41474 1.33294 -0.243
C -2.32711 -0.07982 2.11261 0.108
C -3.80658 0.21267 1.65694 -0.663
O -1.36811 0.90839 1.74074 -0.557
C -1.80782 2.25152 1.98918 -0.106
C -2.18916 2.87628 0.60810 -0.036
C -3.39633 3.65370 0.32393 -0.227
C -3.60264 4.11957 -1.05034 -0.206
C -2.67249 3.84018 -2.15273 -0.239
C -1.45435 3.07167 -1.86925 -0.229
C -1.24853 2.61033 -0.50260 -0.244
H 1.55371 -5.55375 2.86890 0.228
H 0.79032 -5.51342 1.17335 0.235
H -0.05221 -4.80795 2.59189 0.204
H 2.78960 -3.71612 2.16506 0.228
H 1.66779 -3.42192 0.71614 0.219
H 0.05770 -2.73724 3.05656 0.183
H 1.70331 -2.39499 3.64868 0.226
H 3.28454 -0.76916 0.61830 0.417
H 4.31393 -1.34977 -1.59547 0.224
H 2.93440 -0.54358 -2.43065 0.249
H 3.44255 1.80196 0.08786 0.361
H 3.69953 2.78126 -1.26845 0.385
H 5.28736 0.37506 -3.22508 0.378
H 3.98015 1.33891 -3.35162 0.364
H 6.03785 1.50484 -0.51074 0.382
H 5.14902 0.35624 0.34379 0.335
H -1.88377 -2.35013 -3.72474 0.403
H -2.15046 0.69583 -3.58998 0.507
H -3.44485 0.57087 -1.75620 0.515
H -1.78952 -2.30277 2.00557 0.236
H -2.68390 -1.66622 0.59335 0.259
H -2.27447 -0.31827 3.21552 0.186
H -4.30179 0.84783 2.44893 0.227
H -3.88222 0.72697 0.67167 0.241
H -4.35870 -0.76929 1.69243 0.230
H -2.58441 2.36026 2.78567 0.205
H -0.90155 2.81700 2.35901 0.215
H -4.10170 3.84849 1.16388 0.234
H -4.54602 4.68417 -1.25274 0.234
H -2.86373 4.17700 -3.19389 0.236
H -0.69271 2.79061 -2.64034 0.238
H -0.32781 1.99703 -0.31238 0.224
```

Summary:
Total charge: +1
HOMO-LUMO gap (eV): 8.9
LUMO energy (hartree): -0.103


(2)
Computed, not measured: a structure of composition C17H32NOV in a non-equilibrium geometry, with ωB97M-V/def2-TZVPD.

The geometry in XYZ format:
```
52
Properties=species:S:1:pos:R:3:mulliken_spin:R:1
C 1.18293 1.94807 -1.54145 0.566
H 2.01366 2.17405 -0.83906 -0.014
H 1.42479 1.30604 -2.37355 0.086
H 1.07746 -0.53632 0.15998 -0.117
C 0.00958 2.83557 -1.40315 0.000
H -0.91464 2.43205 -1.88866 -0.014
H -0.24092 3.08798 -0.33702 0.013
C 0.67379 4.01995 -2.04162 0.093
H -0.02996 4.80880 -2.17677 0.034
H 1.53046 4.32499 -1.45490 -0.007
H 1.04821 3.67060 -2.98234 -0.001
C -0.75034 -1.66430 -0.57260 -0.103
C -1.41572 -0.95214 -1.60706 0.157
C -0.46081 -0.64848 -2.63049 -0.293
C 0.80326 -1.17086 -2.22277 0.085
C 0.62825 -1.79885 -0.94910 0.171
C 1.66446 -2.49335 -0.14581 -0.033
C 2.06331 -1.11999 -2.98691 0.015
C -0.73770 0.02016 -3.93088 0.009
C -2.87056 -0.62961 -1.61412 0.005
C -1.37564 -2.26804 0.62517 0.003
V 0.27510 0.25225 -0.78810 1.345
H 2.89041 -1.56983 -2.42642 -0.013
H 1.87446 -1.74205 -3.87341 0.001
H 2.35764 -0.12652 -3.35465 0.010
H 2.66324 -2.26793 -0.53677 -0.002
H 1.66442 -2.15902 0.90332 -0.005
H 1.52163 -3.58515 -0.16342 -0.003
H -2.06689 -1.56067 1.08186 0.004
H -1.94766 -3.19940 0.49498 0.001
H -0.63260 -2.47678 1.39882 0.001
H -3.08938 0.13057 -2.36995 0.001
H -3.52109 -1.48449 -1.85827 0.002
H -3.19076 -0.25186 -0.63083 -0.005
H -0.15114 0.93563 -4.11938 -0.001
H -0.47365 -0.71288 -4.70459 0.001
H -1.80884 0.21964 -4.05279 0.000
C 0.12750 -0.29305 5.25293 0.000
N -0.54048 0.18452 4.03238 0.000
C -1.97478 0.30016 4.02468 0.000
C 0.08646 0.47179 2.87870 0.006
C 1.56100 0.28728 2.80065 -0.003
O -0.59811 0.84527 1.85884 0.002
H -0.65248 -0.34508 6.02275 0.000
H 0.93371 0.40778 5.55409 0.000
H 0.56389 -1.30076 5.07433 0.000
H -2.31507 1.29801 3.71611 0.000
H -2.44328 -0.43442 3.35221 0.000
H -2.32067 0.10520 5.03243 0.000
H 1.85341 -0.76888 2.66985 0.002
H 1.96131 0.83641 1.94118 0.003
H 2.06883 0.65794 3.70159 0.000
```

Summary:
Total charge: +2
HOMO-LUMO gap (alpha / beta) (eV): 7.2 / 5.9
Energy above the lowest of the compared OMol25 structures with the same formula, charge and spin (eV): 0.000
<S²>: 2.017
LUMO energy (alpha / beta) (hartree): -0.300 / -0.345
Multiplicity: 3


(3)
Computed, not measured: an isolated molecule of C17H32O4, with ωB97M-V/def2-TZVPD.

The geometry in XYZ format:
```
53
Properties=species:S:1:pos:R:3:nbo_charge:R:1
C 7.86775 3.04900 -2.04221 -0.607
C 7.77526 3.67989 -0.65765 -0.388
C 6.40118 4.28124 -0.36020 -0.387
C 5.29690 3.23513 -0.22470 -0.392
C 3.96244 3.86619 0.16575 -0.383
C 2.85202 2.82671 0.30096 -0.392
C 1.51796 3.46943 0.67418 -0.384
C 0.40511 2.45494 0.93838 -0.385
C -0.01586 1.67657 -0.30639 -0.390
C -1.23090 0.79198 -0.03505 -0.398
C -1.62084 -0.02239 -1.26704 -0.394
C -2.95174 -0.76029 -1.11441 -0.370
H -3.17195 -1.28339 -2.04793 0.213
H -3.74036 -0.02677 -0.93949 0.203
C -2.96977 -1.78622 0.02820 -0.330
C -1.84258 -2.78063 -0.17815 0.827
O -1.86119 -3.68270 -0.97363 -0.617
O -0.79256 -2.52508 0.60129 -0.684
H -0.10320 -3.19599 0.47494 0.497
H -2.80699 -1.28990 0.98642 0.234
C -4.29440 -2.56425 0.06739 -0.314
C -4.15346 -3.75015 1.00113 0.812
O -3.23148 -3.94600 1.74721 -0.600
O -5.19556 -4.58126 0.91533 -0.684
H -5.07615 -5.33527 1.51432 0.499
C -5.47662 -1.70928 0.52723 -0.599
H -5.66637 -0.90820 -0.18101 0.215
H -6.37043 -2.32344 0.59864 0.229
H -5.27120 -1.27383 1.50281 0.210
H -4.50609 -2.97118 -0.92639 0.243
H -0.82750 -0.73690 -1.49455 0.200
H -1.70698 0.65168 -2.12342 0.204
H -0.99846 0.11850 0.79056 0.208
H -2.07375 1.41970 0.26520 0.190
H -0.25121 2.38039 -1.10872 0.191
H 0.80923 1.04840 -0.64540 0.196
H -0.46584 2.98893 1.32728 0.197
H 0.73143 1.75293 1.70903 0.194
H 1.66084 4.07202 1.57489 0.198
H 1.20693 4.14494 -0.12644 0.192
H 3.12930 2.10043 1.06875 0.192
H 2.75156 2.29050 -0.64420 0.194
H 4.07744 4.39772 1.11374 0.192
H 3.67700 4.60162 -0.59053 0.193
H 5.17346 2.70366 -1.16974 0.194
H 5.58541 2.50348 0.53404 0.192
H 6.13706 4.98432 -1.15385 0.191
H 6.46208 4.84701 0.57311 0.197
H 8.01082 2.92866 0.09979 0.192
H 8.52514 4.47117 -0.58143 0.198
H 7.60024 3.77360 -2.80849 0.199
H 8.88229 2.70662 -2.23404 0.209
H 7.20130 2.19489 -2.12789 0.201
```

Summary:
HOMO-LUMO gap (eV): 11.1
Energy above the lowest of the compared OMol25 structures with the same formula, charge and spin (eV): 0.054
LUMO energy (hartree): 0.028


(4)
Computed, not measured: a structure of composition C17H33Br2F3N2O6P3Y, with ωB97M-V/def2-TZVPD.

The geometry in XYZ format:
```
67
Properties=species:S:1:pos:R:3:nbo_charge:R:1
Y -0.69066 0.36073 1.28869 1.704
N 2.53040 -1.00905 4.79723 -0.706
C 1.92372 0.24709 4.19682 -0.637
C 2.37857 1.44798 5.02190 -0.640
P 0.10246 0.07774 4.35247 2.387
O -0.06786 -1.37153 3.58516 -1.024
O -0.25273 -0.04630 5.77393 -1.101
O -0.49138 1.08891 3.40200 -1.172
P 2.63115 0.28504 2.45876 2.433
O 3.15351 1.75986 2.25113 -1.001
O 3.74747 -0.69520 2.54098 -1.141
O 1.50272 0.03534 1.47168 -1.232
H 2.69432 -0.89769 5.79590 0.429
H 3.39831 -1.17446 4.23731 0.481
H 1.90203 -1.80206 4.65243 0.444
H 2.04650 1.34038 6.05641 0.231
H 1.92689 2.35282 4.61832 0.263
H 3.46181 1.56989 4.97772 0.228
H -0.85855 -1.82749 3.90928 0.528
H 2.44032 2.36237 1.95425 0.539
F -1.21770 3.57390 1.69115 -0.351
C -0.24281 2.86337 1.05223 0.487
F -0.08138 3.53380 -0.14443 -0.388
F 0.93703 3.26125 1.75018 -0.417
C 1.67225 1.49134 -1.83782 -0.593
C 0.33676 1.69412 -2.56016 -0.520
C 0.53980 1.57869 -4.07152 -0.612
P -0.97857 0.64878 -1.77399 0.824
C -1.05936 -0.99281 -2.63675 -0.507
C -1.68968 -1.06063 -4.02677 -0.612
C 0.30542 -1.68585 -2.62836 -0.614
C -2.61121 1.44538 -2.16115 -0.501
C -2.74476 2.11222 -3.53002 -0.613
C -2.99051 2.45495 -1.07498 -0.605
H 2.40253 2.21680 -2.20254 0.216
H 2.07724 0.49435 -2.02194 0.201
H 1.58119 1.62633 -0.76076 0.224
H -0.00646 2.70688 -2.33049 0.249
H 0.94112 0.60315 -4.34823 0.199
H 1.27147 2.32621 -4.38743 0.217
H -0.37001 1.74660 -4.64235 0.213
H -1.71933 -1.55270 -1.96365 0.225
H -1.12663 -0.48694 -4.76233 0.210
H -2.71965 -0.70624 -4.02834 0.213
H -1.70205 -2.10126 -4.36146 0.213
H 0.93881 -1.31063 -3.43316 0.210
H 0.18366 -2.76063 -2.78383 0.215
H 0.84350 -1.53871 -1.69225 0.217
H -3.31417 0.60549 -2.10025 0.227
H -2.07567 2.97160 -3.60613 0.208
H -3.76343 2.48850 -3.64695 0.218
H -2.53959 1.44404 -4.36339 0.208
H -2.30196 3.29956 -1.06135 0.224
H -3.00734 2.00939 -0.07995 0.226
H -3.99296 2.84158 -1.27019 0.215
Br 0.20412 -6.66752 -0.39829 0.100
C -0.03806 -4.84688 0.01457 -0.039
C -1.29400 -4.27538 -0.06961 -0.283
C -1.41915 -2.93197 0.24195 0.060
N -0.38949 -2.16200 0.60901 -0.533
C 0.81668 -2.73855 0.68784 0.073
C 1.04125 -4.07327 0.40359 -0.282
H -2.15936 -4.85120 -0.36315 0.242
H -2.38718 -2.44808 0.21074 0.244
H 1.63788 -2.09815 0.97896 0.246
H 2.03645 -4.48636 0.47871 0.242
Br -3.30371 -0.36687 1.66270 -0.611
```

Summary:
HOMO-LUMO gap (eV): 8.8
Energy above the lowest of the compared OMol25 structures with the same formula, charge and spin (eV): 0.010
LUMO energy (hartree): -0.007